The ion C4H9NOS with charge -2, computed with the ωB97M-V functional and the def2-TZVPD basis.

## Properties
charge = -2
ΔE to the lowest compared entry with this formula, charge and spin = 147.1 kJ/mol
maximum force = 2.429 eV/Å
SMILES = CN[C@@H](C[O-])C[S-]
multiplicity = 1
highest occupied orbital energy = 0.90 eV
DFT total energy = -685.86241 Eh
Kohn-Sham gap = 5.32 eV

Positions of all 16 atoms, in Å:
C -0.844 -0.630 1.524
N 0.552 -0.303 1.143
C 0.689 0.064 -0.284
C 0.262 -1.088 -1.239
O -0.873 -1.751 -1.075
C -0.002 1.412 -0.639
S 0.217 2.752 0.646
H -1.601 -0.318 0.798
H -0.887 -1.708 1.577
H -1.062 0.138 2.315
H 0.950 0.430 1.710
H 1.722 0.312 -0.541
H 0.414 -0.545 -2.318
H 1.119 -1.836 -1.203
H 0.407 1.816 -1.578
H -1.062 1.256 -0.836

A cluster of 2 separate species, C4H9NOS in total, computed with the ωB97M-V functional and the def2-TZVPD basis.

## Properties
ΔE to the lowest compared entry with this formula, charge and spin = 571.3 kJ/mol
maximum force = 4.350 eV/Å
multiplicity = 1
highest occupied orbital energy = -8.98 eV
DFT total energy = -685.80134 Eh
Kohn-Sham gap = 9.73 eV

Positions of all 16 atoms, in Å:
C 2.292 -1.125 0.541
C 2.138 -0.922 -0.963
C 2.337 0.118 -0.163
C -2.128 1.391 0.872
N -1.464 0.057 -1.282
O -0.865 -0.933 1.040
S -2.019 -0.457 0.308
H 1.358 -1.528 1.068
H 3.174 -1.559 0.777
H -0.433 -0.130 -1.428
H 1.669 -1.534 -1.648
H 2.506 1.158 -0.072
H -2.001 1.530 1.971
H -3.018 1.912 0.659
H -1.431 1.880 0.349
H -2.114 0.141 -2.028

An isolated molecule of C4H9NOS, computed with the ωB97M-V functional and the def2-TZVPD basis.

## Properties
ΔE to the lowest compared entry with this formula, charge and spin = 55.9 kJ/mol
maximum force = 1.114 eV/Å
SMILES = CNC(=O)CCS
multiplicity = 1
highest occupied orbital energy = -9.12 eV
DFT total energy = -685.99764 Eh
Kohn-Sham gap = 9.86 eV

Positions of all 16 atoms, in Å:
C -1.459 0.241 1.774
N -0.700 1.297 1.110
C 0.072 1.122 0.010
O 0.334 2.055 -0.733
C 0.688 -0.254 -0.211
C 1.132 -0.466 -1.664
S 0.578 -2.030 -2.367
H -0.770 -0.504 2.150
H -1.934 0.674 2.648
H -2.230 -0.201 1.143
H -1.177 2.188 1.106
H -0.070 -0.981 0.090
H 1.524 -0.314 0.456
H 0.657 0.345 -2.219
H 2.199 -0.321 -1.815
H 1.155 -2.850 -1.478

An isolated molecule of C4H9NOS, computed with the ωB97M-V functional and the def2-TZVPD basis.

## Properties
ΔE to the lowest compared entry with this formula, charge and spin = 154.1 kJ/mol
maximum force = 1.141 eV/Å
SMILES = N[C@@H](C=O)CCS
multiplicity = 1
highest occupied orbital energy = -9.21 eV
DFT total energy = -685.96026 Eh
Kohn-Sham gap = 9.95 eV

Positions of all 16 atoms, in Å:
N 0.372 -1.980 -0.658
C 0.398 -0.777 0.157
C 1.745 -0.813 0.876
O 1.835 -1.153 2.025
C 0.016 0.527 -0.543
C -1.345 1.068 -0.122
S -1.325 2.049 1.408
H -0.530 -2.435 -0.613
H 0.550 -1.822 -1.642
H -0.270 -0.937 0.999
H 2.668 -0.479 0.360
H 0.766 1.309 -0.519
H -0.023 0.290 -1.620
H -2.071 0.259 0.006
H -1.747 1.683 -0.922
H -1.040 3.212 0.810

A cluster of 2 separate species, C4H9NOS in total, computed with the ωB97M-V functional and the def2-TZVPD basis.

## Properties
ΔE to the lowest compared entry with this formula, charge and spin = 647.9 kJ/mol
maximum force = 4.669 eV/Å
multiplicity = 1
highest occupied orbital energy (alpha / beta) = -8.18 / -8.26 eV
DFT total energy = -685.77218 Eh
Kohn-Sham gap (alpha / beta) = 7.31 / 7.60 eV

Positions of all 16 atoms, in Å:
C -1.085 -1.436 1.238
C -1.587 -0.334 0.381
C -1.007 -1.471 -0.187
C 3.328 0.581 -1.182
N 1.186 -0.840 -1.013
O 2.345 -0.222 1.306
S 1.845 0.260 0.011
H -0.201 -1.202 1.931
H -1.696 -2.132 1.653
H -2.629 -0.131 0.068
H -1.053 0.554 0.446
H -1.418 -2.073 -0.907
H 2.917 0.374 -2.096
H 4.142 -0.153 -0.916
H 3.821 1.509 -0.917
H 1.557 -1.779 -1.131

An isolated molecule of C4H9NOS, computed with the ωB97M-V functional and the def2-TZVPD basis.

## Properties
ΔE to the lowest compared entry with this formula, charge and spin = 196.2 kJ/mol
maximum force = 5.723 eV/Å
SMILES = NC(=O)CCCS
multiplicity = 1
highest occupied orbital energy = -8.83 eV
DFT total energy = -685.94421 Eh
Kohn-Sham gap = 9.60 eV

Positions of all 16 atoms, in Å:
N 0.958 -1.943 0.550
C 0.717 -0.664 0.923
O 0.236 -0.425 1.999
C 1.201 0.288 -0.247
C 0.014 0.265 -1.108
C -1.267 0.697 -0.383
S -1.568 2.354 0.552
H 0.415 -2.550 1.281
H 1.893 -2.378 0.673
H 2.172 -0.250 -0.664
H 1.554 1.267 0.124
H -0.195 -0.603 -1.694
H 0.222 1.055 -1.934
H -1.323 0.042 0.488
H -2.156 0.592 -1.022
H -2.874 2.251 0.461

An isolated molecule of C4H9NOS, computed with the ωB97M-V functional and the def2-TZVPD basis.

## Properties
ΔE to the lowest compared entry with this formula, charge and spin = 393.6 kJ/mol
maximum force = 2.987 eV/Å
multiplicity = 3
highest occupied orbital energy (alpha / beta) = -4.28 / -9.46 eV
DFT total energy = -685.70607 Eh
Kohn-Sham gap (alpha / beta) = 5.13 / 7.10 eV

Positions of all 16 atoms, in Å:
C 1.810 1.088 0.667
C 2.416 0.199 -0.467
C 0.898 0.486 -0.317
C -2.691 -1.150 0.352
N -0.196 -0.442 -0.006
O -1.865 0.925 -1.337
S -1.631 0.448 0.062
H 1.925 0.411 1.502
H 2.079 2.129 0.653
H 2.697 0.568 -1.428
H 2.822 -0.791 -0.129
H 0.394 1.114 -1.156
H -3.086 -0.999 1.340
H -2.110 -2.055 -0.016
H -3.420 -0.799 -0.358
H -0.043 -1.133 0.640

An isolated molecule of C4H9NS, computed with the ωB97M-V functional and the def2-TZVPD basis.

## Properties
ΔE to the lowest compared entry with this formula, charge and spin = 238.6 kJ/mol
maximum force = 4.867 eV/Å
SMILES = CCN(C)C=S
multiplicity = 1
highest occupied orbital energy = -8.21 eV
DFT total energy = -610.66282 Eh
Kohn-Sham gap = 8.86 eV

Positions of all 15 atoms, in Å:
C -0.568 -1.260 1.485
C 0.580 -0.535 0.626
N 0.146 0.345 -0.358
C 0.290 0.101 -1.882
C -0.364 1.574 -0.118
S -0.511 2.558 1.215
H -1.000 -0.398 2.234
H -1.501 -1.610 0.897
H -0.247 -1.901 2.269
H 1.107 0.179 1.243
H 1.354 -1.198 0.011
H -0.276 -0.829 -2.185
H 1.454 -0.143 -2.049
H 0.247 1.199 -2.354
H -0.710 1.920 -1.035